The following is a quantum chemistry calculation of 7 unconnected molecules or ions with the total composition C16H49ClO25P5 at a distorted geometry, from the OMol25 dataset.

Properties
electronic energy	-4687.2293	a.u.
multiplicity	1
HOMO energy	-6.516	eV
net charge	-1
relative energy (zero: lowest compared OMol25 entry of this formula, charge and spin)	91.5	kJ/mol
orbital gap	8.7	eV
max |F|	0.0376	Eh/bohr

Last column: Mulliken charge in e.
Atoms and positions in Å:
Cl 20.555 -2.073 -3.700  1.611
O 21.312 -2.022 -4.948  -0.610
O 19.161 -1.933 -4.102  -0.721
O 20.776 -3.323 -3.039  -0.583
O 20.876 -1.009 -2.760  -0.694
C 19.648 -1.294 0.612  0.151
O 20.212 -2.385 1.336  -0.324
P 21.620 -2.996 0.983  0.897
O 21.682 -4.042 0.006  -0.433
O 22.476 -1.675 0.722  -0.233
C 23.868 -1.884 0.505  -0.800
O 22.144 -3.501 2.409  -0.443
C 22.244 -2.621 3.513  -0.691
H 20.327 -0.444 0.508  0.337
H 18.747 -0.988 1.131  -0.208
H 19.424 -1.575 -0.421  0.067
H 24.397 -1.921 1.463  0.278
H 24.267 -1.072 -0.095  0.369
H 24.038 -2.844 0.009  0.330
H 21.634 -1.731 3.367  0.283
H 23.288 -2.363 3.709  0.257
H 21.897 -3.144 4.407  0.246
C 18.503 -4.820 -5.311  -0.455
O 18.652 -6.159 -4.828  -0.355
P 20.101 -6.776 -4.545  0.957
O 20.689 -6.341 -3.298  -0.482
O 19.770 -8.322 -4.608  -0.394
C 19.340 -8.935 -5.810  -0.638
O 20.942 -6.540 -5.862  -0.385
C 21.710 -5.339 -5.991  -0.406
H 19.307 -4.472 -5.953  0.226
H 18.376 -4.150 -4.463  0.156
H 17.580 -4.791 -5.895  0.357
H 18.808 -9.847 -5.540  0.232
H 20.191 -9.253 -6.419  0.223
H 18.706 -8.266 -6.392  0.287
H 21.520 -4.617 -5.196  0.127
H 21.538 -4.909 -6.976  0.280
H 22.764 -5.608 -5.908  0.262
C 25.668 0.925 -7.327  -0.596
O 25.037 0.041 -8.263  -0.246
P 23.850 0.549 -9.164  1.069
O 23.358 -0.461 -10.093  -0.764
O 22.759 1.199 -8.224  -0.251
C 21.847 0.384 -7.498  -0.521
O 24.452 1.852 -9.816  -0.340
C 24.051 2.272 -11.113  -0.717
H 25.288 1.945 -7.364  0.290
H 26.730 0.986 -7.574  0.343
H 25.569 0.493 -6.336  0.198
H 21.018 0.967 -7.106  0.319
H 22.280 -0.150 -6.649  -0.011
H 21.392 -0.404 -8.105  0.417
H 24.911 2.602 -11.686  0.212
H 23.342 3.098 -10.997  0.256
H 23.512 1.474 -11.625  0.347
C 17.200 0.139 -2.332  -0.287
O 17.202 1.417 -1.623  -0.279
P 16.247 1.623 -0.416  0.779
O 16.397 2.887 0.277  -0.741
O 14.820 1.359 -1.068  -0.286
C 13.624 1.623 -0.317  -0.661
O 16.583 0.334 0.452  -0.074
C 16.064 0.197 1.769  -0.802
H 16.296 -0.420 -2.109  0.328
H 18.097 -0.422 -2.100  0.008
H 17.188 0.396 -3.387  0.289
H 13.106 2.415 -0.845  0.262
H 13.849 1.892 0.714  0.290
H 13.031 0.710 -0.262  0.256
H 15.463 -0.711 1.802  0.311
H 15.452 1.049 2.072  0.330
H 16.885 0.118 2.481  0.261
C 24.426 -1.620 -2.539  -0.004
O 25.034 -2.893 -2.306  -0.336
P 24.359 -4.237 -2.837  0.712
O 23.329 -4.769 -1.996  -0.505
O 25.621 -5.193 -3.027  -0.371
C 26.460 -5.437 -1.912  -0.743
O 23.970 -3.940 -4.327  0.220
C 24.861 -3.509 -5.333  -0.787
H 25.141 -0.814 -2.396  0.490
H 23.669 -1.488 -1.754  -0.149
H 23.828 -1.508 -3.445  -0.195
H 27.465 -5.070 -2.135  0.256
H 26.545 -6.507 -1.716  0.261
H 26.095 -4.974 -0.994  0.261
H 25.893 -3.417 -4.996  0.343
H 24.519 -2.530 -5.688  0.162
H 24.797 -4.175 -6.194  0.301
C 23.358 1.454 -4.518  0.091
O 24.346 2.327 -3.998  -0.553
H 22.529 1.952 -5.026  0.387
H 23.793 0.772 -5.262  -0.277
H 22.940 0.751 -3.797  0.062
H 24.497 3.012 -4.654  0.306

The following is a quantum chemistry calculation of 2 unconnected molecules or ions with the total composition C4H10N2O at a distorted geometry, from the OMol25 dataset.

Properties
electronic energy	-343.0028	a.u.
multiplicity	1
HOMO energy	-8.999	eV
net charge	0
relative energy (zero: lowest compared OMol25 entry of this formula, charge and spin)	521.6	kJ/mol
orbital gap	8.6	eV
max |F|	0.0683	Eh/bohr

Last column: natural (NBO) charge in e.
Atoms and positions in Å:
N 2.415 -0.104 0.944  -0.854
C 1.691 -0.457 -0.252  -0.230
C 1.023 0.719 -0.998  -0.212
N -0.118 1.196 -0.195  -0.714
C -1.363 0.571 -0.401  -0.066
C -1.778 -0.493 0.518  0.327
O -2.668 -1.293 0.397  -0.570
H 3.327 -0.511 1.072  0.372
H 1.849 -0.327 1.749  0.363
H 2.278 -0.963 -1.031  0.186
H 0.826 -1.087 -0.036  0.178
H 1.714 1.564 -1.052  0.203
H 0.817 0.453 -2.039  0.193
H -0.072 2.135 0.156  0.401
H -0.916 -1.021 -1.199  0.106
H -2.121 1.078 -1.000  0.211
H -1.093 -0.476 1.401  0.105

The following is a quantum chemistry calculation of a molecular structure, C52H43ClIN2O3Pt at a distorted geometry, from the OMol25 dataset.

Properties
electronic energy	-3219.8711	a.u.
multiplicity	1
HOMO energy (alpha / beta)	-3.919 / -3.917	eV
net charge	-1
relative energy (zero: lowest compared OMol25 entry of this formula, charge and spin)	0.0	kJ/mol
orbital gap (alpha / beta)	6.1 / 6.1	eV
max |F|	0.0299	Eh/bohr

Last column: Mulliken charge in e.
Atoms and positions in Å:
Pt -0.383 0.028 -0.026  3.638
O -0.685 -1.794 1.179  -1.115
C 0.276 -2.291 2.002  3.611
C 1.626 -1.515 1.810  -1.798
C 1.510 -0.108 2.306  0.185
C 2.077 0.273 3.512  -0.479
C 1.967 1.585 3.934  -1.285
C 1.306 2.496 3.128  -0.581
C 0.747 2.073 1.933  0.982
C 0.036 3.017 1.021  -3.611
C -1.511 2.793 1.020  3.413
O -1.805 1.568 0.521  -0.863
C -2.091 2.939 2.439  -0.004
C -3.048 2.016 2.846  -0.383
C -3.624 2.092 4.106  -0.884
C -3.247 3.093 4.990  -0.492
C -2.286 4.014 4.600  -1.165
C -1.715 3.936 3.336  0.007
C -2.094 3.897 0.095  -0.333
C -1.934 5.262 0.328  0.098
C -2.390 6.200 -0.588  -1.058
C -3.022 5.789 -1.753  -0.400
C -3.208 4.433 -1.981  -0.925
C -2.747 3.497 -1.064  -0.614
N 0.847 0.786 1.549  -0.588
C 0.448 -3.776 1.645  -0.659
C 1.562 -4.301 1.002  -0.040
C 1.589 -5.636 0.606  -1.023
C 0.503 -6.458 0.848  -0.411
C -0.623 -5.935 1.476  -0.826
C -0.648 -4.609 1.867  -0.327
C -0.094 -2.130 3.488  -0.369
C -1.074 -1.212 3.836  -0.517
C -1.355 -0.956 5.172  -0.473
C -0.661 -1.626 6.171  -0.520
C 0.308 -2.561 5.828  -0.950
C 0.590 -2.811 4.492  -0.492
H 1.835 -1.506 0.738  -0.296
H 2.428 -2.026 2.346  0.982
H 2.595 -0.460 4.113  0.578
H 2.402 1.897 4.875  0.417
H 1.234 3.535 3.415  0.515
H 0.324 2.817 -0.013  0.732
H 0.291 4.048 1.268  0.869
H -3.316 1.231 2.152  0.481
H -4.368 1.361 4.401  0.435
H -3.693 3.157 5.976  0.399
H -1.974 4.796 5.282  0.407
H -0.960 4.666 3.070  0.389
H -1.460 5.612 1.236  0.225
H -2.248 7.256 -0.390  0.395
H -3.361 6.521 -2.477  0.365
H -3.710 4.099 -2.881  0.406
H -2.869 2.435 -1.232  0.575
H 2.415 -3.672 0.780  0.359
H 2.463 -6.023 0.094  0.407
H 0.530 -7.498 0.546  0.403
H -1.489 -6.565 1.642  0.377
H -1.535 -4.189 2.326  0.387
H -1.599 -0.701 3.036  0.336
H -2.115 -0.229 5.431  0.375
H -0.882 -1.430 7.214  0.418
H 0.841 -3.100 6.603  0.378
H 1.341 -3.546 4.221  0.423
Cl 2.064 -4.818 -4.291  -0.316
C 1.051 -3.699 -3.410  0.698
C -0.257 -4.038 -3.166  -0.598
C -1.086 -3.154 -2.479  -0.565
I -3.088 -3.631 -2.121  -0.007
C -0.647 -1.917 -1.996  0.912
O -1.449 -1.060 -1.455  -0.727
C 0.755 -1.644 -2.168  -0.216
N 1.218 -0.525 -1.553  -0.682
C 2.480 -0.159 -1.709  0.440
C 3.352 -0.913 -2.512  -0.381
C 2.926 -2.069 -3.112  -1.830
C 1.595 -2.492 -2.927  0.560
H -0.631 -4.992 -3.507  0.409
H 3.493 0.694 -0.058  0.423
H 4.374 -0.587 -2.642  0.392
H 3.602 -2.654 -3.720  0.406
C 2.928 2.518 -2.932  -2.464
C 3.718 2.130 -1.680  3.549
C 3.797 3.361 -0.757  -1.850
C 2.927 1.045 -0.927  0.339
C 5.156 1.719 -1.995  -0.802
C 5.737 1.948 -3.240  -0.091
C 7.064 1.617 -3.488  -0.907
C 7.845 1.052 -2.494  -0.372
C 7.285 0.827 -1.244  -1.032
C 5.962 1.160 -1.001  0.164
H 1.887 2.700 -2.660  0.324
H 2.944 1.720 -3.677  0.502
H 3.319 3.431 -3.384  0.611
H 2.803 3.781 -0.591  0.371
H 4.427 4.130 -1.209  0.468
H 4.224 3.101 0.214  0.362
H 2.025 1.507 -0.537  -1.449
H 5.154 2.381 -4.041  0.375
H 7.484 1.803 -4.469  0.382
H 8.876 0.786 -2.689  0.407
H 7.877 0.388 -0.451  0.374
H 5.553 0.978 -0.015  0.341

Copy entry 2 word for word.
The following is a quantum chemistry calculation of 2 unconnected molecules or ions with the total composition C4H10N2O at a distorted geometry, from the OMol25 dataset.

Properties
electronic energy	-343.0028	a.u.
multiplicity	1
HOMO energy	-8.999	eV
net charge	0
relative energy (zero: lowest compared OMol25 entry of this formula, charge and spin)	521.6	kJ/mol
orbital gap	8.6	eV
max |F|	0.0683	Eh/bohr

Last column: natural (NBO) charge in e.
Atoms and positions in Å:
N 2.415 -0.104 0.944  -0.854
C 1.691 -0.457 -0.252  -0.230
C 1.023 0.719 -0.998  -0.212
N -0.118 1.196 -0.195  -0.714
C -1.363 0.571 -0.401  -0.066
C -1.778 -0.493 0.518  0.327
O -2.668 -1.293 0.397  -0.570
H 3.327 -0.511 1.072  0.372
H 1.849 -0.327 1.749  0.363
H 2.278 -0.963 -1.031  0.186
H 0.826 -1.087 -0.036  0.178
H 1.714 1.564 -1.052  0.203
H 0.817 0.453 -2.039  0.193
H -0.072 2.135 0.156  0.401
H -0.916 -1.021 -1.199  0.106
H -2.121 1.078 -1.000  0.211
H -1.093 -0.476 1.401  0.105

Question: Which of these has the highest max |F|?
Answer: C4H10N2O